Here is a 9-piece molecular cluster, C63H140Br2N7 overall at a distorted geometry from OMol25. Energies are from the ωB97M-V functional and the def2-TZVPD basis.

**Relative energy (zero: lowest compared OMol25 entry of this formula, charge and spin)**: 323.4 kJ/mol
**Kohn-Sham gap**: 0.2365 hartree
**HOMO level**: -15.666 eV
**Calculated total energy**: -8013.923732 hartree

The geometry in ORCA input format:
```
! wB97M-V def2-TZVPD RIJCOSX def2/J DEFGRID3
* xyz 5 1
C -0.57492 -11.26464 4.51752
C -0.23075 -10.09041 5.59993
C -0.99336 -8.80179 5.49945
C -1.05575 -8.37331 3.96404
N -1.68996 -6.94253 3.82918
C -0.70217 -5.75091 3.98386
C 0.05900 -5.59713 2.71134
C -0.67531 -6.40799 1.73440
C -2.02636 -6.70264 2.35470
C -2.95155 -6.82001 4.72583
H 0.01300 -12.17278 4.65064
H -0.39079 -10.88316 3.51320
H -1.64043 -11.46341 4.63285
H 0.84062 -9.89726 5.54544
H -0.26118 -10.64581 6.53732
H -0.58934 -7.96587 6.07052
H -2.03528 -9.00796 5.74440
H -1.73384 -9.06193 3.45998
H -0.10106 -8.34196 3.43897
H -1.32349 -4.92231 4.32367
H -0.02187 -5.86540 4.82778
H 0.24614 -4.56339 2.42075
H 1.08606 -5.95507 2.78302
H -0.80980 -5.91454 0.77185
H -0.17799 -7.36579 1.58146
H -2.65216 -5.81020 2.35496
H -2.59152 -7.52941 1.92440
H -3.53723 -5.91985 4.53933
H -2.64558 -6.82492 5.77200
H -3.72380 -7.58037 4.60929
C -1.60647 4.26563 5.79822
C -2.14435 3.15980 4.80521
C -1.49678 1.80043 4.99816
C -1.82922 1.03895 6.26408
N -0.86169 -0.18596 6.50776
C -1.19039 -0.73851 7.96869
C 0.23215 -0.92165 8.56492
C 1.31246 -0.71143 7.44398
C 0.66881 0.21369 6.40175
C -1.08705 -1.25493 5.43998
H -0.55366 4.51564 5.66714
H -1.80815 4.03420 6.84410
H -2.19996 5.12998 5.50026
H -1.97102 3.51229 3.78844
H -3.23169 3.17848 4.87887
H -0.45145 2.10478 4.94572
H -1.74460 1.21384 4.11351
H -2.83587 0.65461 6.09960
H -1.79974 1.73256 7.10440
H -1.72247 -1.68843 7.91719
H -1.70854 -0.06162 8.64797
H 0.45279 -1.86696 9.06072
H 0.29713 -0.21464 9.39197
H 1.73084 -1.64754 7.07417
H 2.20518 -0.34017 7.94728
H 1.03406 0.16342 5.37599
H 0.58141 1.26741 6.66659
H -2.13803 -1.54362 5.45340
H -0.40212 -2.05048 5.73338
H -0.79558 -0.85127 4.47033
C 2.68466 2.03162 -4.99329
C 3.58418 3.14748 -4.38134
C 4.57446 2.51018 -3.32216
C 5.20321 3.54453 -2.39494
N 6.20149 3.10749 -1.34303
C 6.60774 4.36542 -0.62911
C 8.12830 4.40052 -0.77746
C 8.42345 3.69627 -2.08742
C 7.45738 2.50812 -2.07145
C 5.56102 2.10479 -0.31692
H 2.23157 2.52206 -5.85485
H 1.96844 1.69778 -4.24250
H 3.29739 1.19979 -5.34071
H 2.83914 3.87946 -4.06957
H 4.22386 3.61934 -5.12716
H 5.19928 1.87654 -3.95161
H 4.03318 1.82797 -2.66664
H 4.47851 4.03111 -1.74215
H 5.73421 4.26540 -3.01663
H 6.23940 4.34280 0.39651
H 6.17408 5.28861 -1.01351
H 8.64614 3.91478 0.04958
H 8.56473 5.39761 -0.83613
H 9.47753 3.49071 -2.27389
H 8.08400 4.31690 -2.91669
H 7.79479 1.74457 -1.37058
H 7.29580 1.97551 -3.00864
H 6.25625 2.04448 0.52041
H 5.51061 1.17667 -0.88625
H 4.62210 2.52804 0.04002
C -0.48274 -4.31178 -1.82594
C 0.28064 -2.94844 -1.97871
C 1.82851 -3.02263 -1.72622
C 2.24968 -3.90217 -0.54305
N 3.82762 -3.95034 -0.29837
C 4.08356 -4.64667 1.05360
C 5.25390 -3.87778 1.68894
C 5.68302 -2.75006 0.73443
C 4.45024 -2.53900 -0.14259
C 4.47432 -4.77653 -1.43592
H -0.33649 -4.78512 -0.85503
H -0.07777 -4.96489 -2.59895
H -1.55660 -4.29045 -2.01157
H -0.19318 -2.33836 -1.20967
H 0.06643 -2.50327 -2.95032
H 2.31465 -2.04714 -1.71218
H 2.38560 -3.41014 -2.57920
H 1.91801 -4.92278 -0.73400
H 1.84769 -3.47917 0.37759
H 4.06881 -5.71068 0.81743
H 3.18341 -4.62571 1.66793
H 6.02004 -4.64323 1.81235
H 5.13915 -3.44157 2.68125
H 6.53417 -3.06197 0.12916
H 5.92729 -1.89541 1.36531
H 4.53517 -2.17421 -1.16622
H 3.73241 -1.91975 0.39535
H 5.52664 -4.87526 -1.16950
H 4.27495 -4.08998 -2.25872
H 4.02642 -5.77025 -1.43587
C -2.16160 -2.73339 2.08058
C -2.32548 -1.61070 1.02123
C -1.31385 -0.41839 1.13763
C -1.49492 0.56693 -0.03366
N -0.63838 1.89005 0.20681
C 0.86428 1.57288 -0.01966
C 1.42076 2.39231 -1.19536
C 0.37805 3.52660 -1.07492
C -0.93683 2.88996 -0.81511
C -1.02031 2.51739 1.56665
H -2.08544 -2.35862 3.10128
H -1.31345 -3.35177 1.78673
H -2.97847 -3.44185 2.21805
H -3.35155 -1.28202 1.18624
H -2.26513 -2.00583 0.00715
H -0.30096 -0.71880 1.40579
H -1.46779 0.08338 2.09296
H -2.53662 0.86722 0.07944
H -1.26298 0.21389 -1.03848
H 1.26586 1.95557 0.91863
H 1.08420 0.50717 -0.08285
H 2.38910 2.85774 -1.01152
H 1.32151 2.01285 -2.21234
H 0.63657 4.31512 -0.36817
H 0.31051 4.05331 -2.02683
H -1.63822 3.65505 -0.48227
H -1.38893 2.36414 -1.65607
H -0.57293 3.50096 1.71001
H -0.50513 1.78522 2.18843
H -2.10153 2.63253 1.64266
C -5.49534 5.50990 -1.60152
C -4.72109 4.16473 -1.79308
C -5.48448 2.85828 -2.12034
C -4.53859 1.65245 -2.19944
N -5.27383 0.35571 -2.60997
C -6.56272 0.02636 -1.83353
C -6.72246 -1.50098 -1.89462
C -5.36265 -2.10075 -2.35336
C -4.36638 -0.86107 -2.27651
C -5.58354 0.35455 -4.14461
H -6.27082 5.68001 -2.34837
H -4.75678 6.30959 -1.65739
H -5.93774 5.58088 -0.60787
H -4.23419 3.84927 -0.87031
H -3.94138 4.30477 -2.54178
H -6.08609 3.03412 -3.01211
H -6.21479 2.67287 -1.33272
H -4.12687 1.56198 -1.19424
H -3.74704 1.83665 -2.92581
H -7.44001 0.51768 -2.25432
H -6.45198 0.27998 -0.77924
H -7.50929 -1.79499 -2.58929
H -6.97693 -1.94777 -0.93350
H -5.39728 -2.49260 -3.36990
H -4.99091 -2.85957 -1.66480
H -3.53733 -1.05723 -2.95643
H -3.97650 -0.76118 -1.26355
H -6.17132 -0.54732 -4.31559
H -4.66219 0.29043 -4.72350
H -6.16837 1.23963 -4.39502
C 2.60791 7.14118 -4.09072
C 1.22648 7.49422 -4.48041
C 0.45287 6.14405 -4.75853
C -0.80560 6.31876 -5.63746
N -1.59736 4.99352 -5.81136
C -0.79855 3.73935 -6.27692
C -0.48487 4.08991 -7.72170
C -1.73919 4.76771 -8.21839
C -2.55478 5.16289 -6.96663
C -2.29273 4.69367 -4.45264
H 2.56955 6.64455 -3.12120
H 3.26231 8.01123 -4.14429
H 3.03760 6.38667 -4.74965
H 1.18881 8.06979 -5.40528
H 0.73973 8.13276 -3.74322
H 0.12080 5.75614 -3.79554
H 1.04218 5.37558 -5.25879
H -0.64765 6.74160 -6.62961
H -1.50504 7.05905 -5.24905
H -1.47914 2.89211 -6.36103
H 0.05161 3.44753 -5.66033
H -0.34539 3.17027 -8.28995
H 0.36345 4.75526 -7.88214
H -2.25446 4.11169 -8.91999
H -1.41054 5.62577 -8.80475
H -3.37527 4.45067 -6.87933
H -2.91623 6.19004 -6.91761
H -2.74490 5.62193 -4.10339
H -1.53825 4.37773 -3.73219
H -2.95849 3.84349 -4.60115
Br 1.96797 -1.67344 2.85140
Br -4.61209 1.72151 2.28244
*
```